Entry 1:
{"formula": "C44H48BF2LuN9Sb", "method": "ωB97M-V with the def2-TZVPD basis set", "e_homo_ev": -9.8, "charge": 1, "spin_multiplicity": 2, "species": ["Lu", "C", "C", "C", "C", "N", "N", "B", "N", "C", "C", "C", "C", "N", "N", "C", "C", "C", "C", "N", "N", "C", "C", "C", "C", "N", "H", "H", "H", "H", "H", "H", "H", "H", "H", "H", "H", "H", "H", "H", "H", "H", "H", "H", "H", "H", "C", "N", "C", "C", "C", "C", "C", "C", "C", "C", "H", "H", "H", "H", "H", "H", "H", "H", "H", "H", "H", "H", "F", "C", "F", "H", "C", "C", "C", "C", "C", "C", "Sb", "C", "C", "C", "C", "C", "C", "C", "C", "C", "C", "C", "C", "H", "H", "H", "H", "H", "H", "H", "H", "H", "H", "H", "H", "H", "H", "H"], "coordinates": [[-1.5563, 1.5373, 0.8874], [-5.5594, 1.8952, 1.4207], [-4.5109, 1.8491, 2.4736], [-4.7453, 1.6085, 3.8433], [-3.5620, 1.9057, 4.5007], [-2.6116, 2.3308, 3.6192], [-3.2066, 2.2579, 2.2830], [-1.0248, 1.9633, 3.8367], [-0.8982, 0.4017, 3.5015], [-0.2281, -0.6514, 4.1403], [-0.3569, -1.8162, 3.3732], [-1.1651, -1.4874, 2.2901], [-1.5446, -2.4027, 1.1714], [-1.4625, -0.1218, 2.3065], [-0.3424, 2.7614, 2.6189], [0.1666, 4.0357, 2.8006], [1.4488, 4.0400, 2.2571], [1.6695, 2.7601, 1.6255], [2.9209, 2.1168, 1.1571], [0.4438, 2.0949, 1.5918], [-0.5072, 2.3324, 5.1923], [-0.5741, 3.4967, 5.8950], [-0.4497, 3.2324, 7.2530], [-0.3096, 1.7649, 7.3217], [0.0712, 0.7497, 8.3898], [-0.3032, 1.3414, 6.0702], [-5.2083, 2.2611, 0.4350], [-6.4217, 2.4099, 1.8467], [-5.9136, 0.8547, 1.2244], [-5.7041, 1.1888, 4.2394], [-3.2018, 1.8149, 5.5119], [0.1198, -0.6250, 5.1473], [0.0262, -2.8357, 3.5841], [-1.6704, -1.8270, 0.2379], [-2.5975, -2.8965, 1.2225], [-0.8424, -3.2013, 1.0976], [-0.3390, 4.8158, 3.3699], [2.1709, 4.8618, 2.1852], [2.6492, 1.2794, 0.5319], [3.4964, 1.8019, 1.9991], [3.4743, 2.8887, 0.5820], [-0.7320, 4.4479, 5.4411], [-0.4328, 4.0141, 8.0219], [0.9158, 1.1854, 8.9313], [0.3890, -0.1969, 7.9176], [-0.8205, 0.6648, 9.1162], [-2.8374, 4.9002, 0.4634], [-2.0594, 3.9007, -0.2313], [-0.6725, 4.3335, -0.6604], [-2.8444, 3.4636, -1.4436], [-2.4911, 2.1031, -2.0904], [-3.0412, 1.8499, -3.3539], [-2.6907, 0.7055, -4.0475], [-1.8919, -0.2069, -3.4881], [-1.4207, 0.0443, -2.1971], [-1.7683, 1.1314, -1.4564], [-3.2218, 5.7637, -0.2498], [-2.2791, 5.3552, 1.4128], [-3.7784, 4.4465, 0.9022], [-0.6393, 5.3144, -1.1396], [-0.2882, 3.5843, -1.3608], [-0.0459, 4.3100, 0.2136], [-2.8439, 4.2559, -2.2327], [-3.8677, 3.4627, -1.1176], [-3.7826, 2.5047, -3.7175], [-3.0301, 0.5706, -5.0202], [-1.6820, -1.1458, -3.9974], [-0.6604, -0.7009, -1.8332], [-5.5935, -3.9421, 0.4429], [-6.3533, -3.4614, 1.4382], [-6.7390, -2.2282, 1.1151], [-5.7556, -3.3004, 2.4063], [1.5346, -6.5609, -3.0198], [2.2070, -6.0246, -1.9255], [2.4599, -4.6545, -1.8531], [1.9402, -3.7708, -2.7817], [1.0882, -4.3279, -3.7906], [1.1038, -5.6831, -4.0439], [2.7498, -1.8395, -2.9256], [2.8167, -1.7219, -5.0196], [2.4504, -0.5390, -5.6587], [2.3804, -0.4607, -7.0515], [2.8020, -1.5673, -7.8079], [3.1561, -2.8031, -7.1780], [3.1934, -2.8520, -5.7847], [4.8034, -2.4138, -2.6104], [5.6287, -2.9324, -3.5980], [6.8832, -3.4301, -3.2918], [7.4211, -3.0633, -2.0540], [6.6531, -2.3771, -1.1161], [5.3180, -2.1394, -1.3647], [1.4416, -7.6354, -3.1959], [2.4748, -6.6064, -1.0518], [2.9827, -4.2493, -1.0106], [0.4225, -3.6784, -4.3848], [0.8197, -6.0874, -5.0268], [2.0703, 0.2624, -5.0185], [2.0581, 0.4739, -7.4536], [2.8042, -1.5215, -8.9367], [3.2543, -3.7097, -7.7607], [3.2843, -3.8249, -5.2589], [5.3094, -2.9605, -4.6383], [7.4475, -4.1027, -3.9774], [8.4598, -3.3213, -1.7867], [7.0739, -2.0855, -0.2131], [4.6256, -1.7094, -0.6319]], "atomic_forces_ev_per_a": [[-0.735, 1.125, -2.204], [0.021, -1.500, -0.633], [2.207, 1.195, 0.778], [-0.566, -0.466, 0.274], [0.778, 0.088, -1.013], [-1.106, -1.186, -1.233], [-0.970, -0.326, 2.326], [-1.343, -0.704, -1.446], [0.832, -2.052, 0.409], [-1.521, 0.139, -1.688], [-0.267, 0.220, 0.380], [0.078, 1.921, -0.077], [-2.777, 0.481, -0.490], [1.008, -2.418, 1.855], [-0.213, 1.352, -1.653], [1.638, -1.381, -0.300], [0.165, -0.227, -0.363], [-3.366, 0.017, 0.493], [-0.729, 1.633, -1.581], [3.428, 1.115, 3.434], [-0.189, 0.361, 0.511], [-0.224, 0.040, 1.388], [0.038, -0.793, -0.525], [0.874, 1.440, -1.554], [-1.397, 1.216, 0.618], [-0.391, -1.837, 0.695], [-0.283, 0.192, 0.756], [0.097, 0.305, -0.487], [0.180, 0.592, 0.142], [1.190, 0.728, -0.213], [-0.502, -0.060, 0.330], [0.403, 0.685, 0.079], [-0.325, 1.082, 0.001], [0.585, -0.323, 0.110], [1.682, 0.843, 0.588], [0.567, -0.412, -0.333], [0.145, -0.494, -0.137], [-0.473, -0.394, 0.358], [0.245, -0.297, -0.215], [0.383, -0.226, 0.612], [0.063, -0.742, 0.254], [-0.091, 0.345, -0.238], [-0.048, -0.685, -0.295], [-0.113, -0.304, 0.174], [-0.488, 0.468, 0.371], [1.538, -0.321, -1.015], [-0.915, 2.228, 1.506], [0.802, -1.230, -1.428], [-1.107, -0.572, 0.107], [0.250, 0.222, -0.331], [-1.610, 1.305, -0.665], [0.832, -0.018, 0.974], [-1.125, 1.596, 0.137], [1.443, -1.394, 1.246], [1.395, -2.826, -0.723], [1.250, 0.727, 2.495], [1.056, -1.427, 1.353], [-0.925, -0.877, -2.256], [1.127, 0.325, -0.587], [-0.224, 0.052, 0.065], [-0.156, 0.120, 0.062], [0.303, 0.343, 0.256], [0.360, -0.349, 0.506], [-0.704, -0.236, 0.227], [-0.502, 0.914, -0.815], [-0.872, -0.274, -1.567], [0.306, 0.272, 0.047], [-0.971, 0.582, 0.051], [-0.518, -0.158, 0.459], [2.201, 1.270, 0.995], [-0.758, 0.087, -0.463], [-0.897, -1.169, -0.970], [0.869, 0.388, -0.937], [-0.701, 0.023, 0.412], [-0.470, -0.135, -0.227], [-1.162, -1.429, -0.967], [0.555, 1.197, 0.050], [-0.213, -0.947, 0.652], [0.101, 1.064, 0.606], [0.422, -0.524, -0.899], [-0.558, -0.519, 0.432], [1.086, -1.028, 0.479], [-0.138, -0.497, -0.686], [-0.599, 1.523, 0.192], [-1.051, -0.215, 0.097], [-0.552, 0.409, -0.762], [-0.235, -0.546, -0.763], [0.804, -0.041, 0.355], [0.529, -0.406, 0.231], [-0.236, -0.715, -1.221], [-0.526, 0.223, 0.339], [0.065, 0.332, 0.315], [0.152, -0.343, -0.280], [0.610, -0.039, 0.302], [0.948, -0.180, -0.157], [-0.535, 0.229, 0.709], [0.240, 0.052, -0.419], [-0.127, 0.266, -0.676], [-0.119, -0.021, 1.452], [0.362, 0.131, -0.086], [0.286, 0.721, -0.541], [-0.177, -0.334, 0.305], [-0.425, 0.989, 0.396], [-0.633, 0.071, -0.245], [0.772, 0.418, 1.554], [0.585, -0.061, 0.059]]}

Entry 2:
{"formula": "C44H48ClF4IrN5OSi", "method": "ωB97M-V with the def2-TZVPD basis set", "e_homo_ev": [-10.5, -10.5], "charge": 1, "spin_multiplicity": 1, "species": ["Ir", "C", "N", "C", "C", "C", "N", "C", "C", "F", "C", "F", "C", "C", "F", "C", "F", "H", "H", "H", "H", "H", "H", "H", "H", "H", "H", "H", "C", "C", "C", "C", "C", "O", "C", "C", "C", "C", "C", "C", "Cl", "C", "C", "C", "N", "C", "N", "C", "N", "H", "H", "H", "H", "H", "H", "H", "H", "H", "H", "H", "H", "H", "H", "H", "H", "H", "H", "H", "H", "H", "H", "C", "C", "C", "C", "C", "C", "Si", "C", "C", "C", "C", "C", "C", "C", "C", "C", "C", "C", "C", "H", "H", "H", "H", "H", "H", "H", "H", "H", "H", "H", "H", "H", "H", "H"], "coordinates": [[-0.5814, 2.2454, -0.6364], [-3.2272, 2.4105, -1.9308], [-1.8917, 3.0429, -2.0504], [-1.4637, 2.9178, -3.4657], [-1.9636, 4.5226, -1.7863], [-1.9622, 4.8269, -0.3156], [-0.9021, 3.9997, 0.2477], [-0.3914, 4.2272, 1.5078], [0.5843, 3.3356, 1.9471], [0.8637, 2.2876, 1.0971], [1.1930, 3.4009, 3.1758], [2.1075, 2.4817, 3.4957], [0.8375, 4.3883, 4.0737], [-0.1612, 5.2623, 3.6861], [-0.5692, 6.2113, 4.5286], [-0.7806, 5.1848, 2.4481], [-1.7727, 6.0520, 2.1813], [-3.9213, 2.8822, -2.6298], [-3.6051, 2.5242, -0.9172], [-3.1328, 1.3540, -2.1668], [-2.1951, 3.4294, -4.0978], [-1.4175, 1.8743, -3.7394], [-0.4854, 3.3660, -3.5957], [-2.8320, 4.9250, -2.3139], [-1.0544, 4.9338, -2.2259], [-2.9318, 4.5765, 0.1339], [-1.8041, 5.8952, -0.1653], [1.2988, 4.4578, 5.0469], [0.3669, -3.0279, 1.3273], [-0.5115, -4.1549, 0.7580], [0.0218, -5.4794, 1.3241], [-0.3167, -4.2214, -0.7662], [-2.0337, -4.0071, 1.0898], [-2.7231, -5.1302, 0.5051], [-2.4238, -4.0451, 2.5882], [-2.3810, -2.8374, 3.5327], [-1.0440, -2.4622, 4.1214], [-0.5736, -1.1560, 4.0435], [0.6670, -0.7998, 4.5535], [1.4471, -1.7692, 5.1618], [3.0131, -1.3460, 5.7803], [0.9902, -3.0706, 5.2863], [-0.2509, -3.4049, 4.7698], [-2.7681, -2.9051, 0.2775], [-2.3390, -1.5027, 0.3169], [-1.5094, -0.8694, -0.5007], [-1.4704, 0.4161, -0.1798], [-2.3485, 0.5102, 0.8719], [-2.8959, -0.6305, 1.1826], [1.2991, -2.9740, 0.7600], [0.6276, -3.2042, 2.3707], [-0.0997, -2.0478, 1.2805], [1.0929, -5.5353, 1.1275], [-0.4339, -6.3483, 0.8478], [-0.1048, -5.5531, 2.4046], [0.7048, -4.5389, -0.9786], [-0.4385, -3.2553, -1.2614], [-0.9993, -4.9343, -1.2265], [-2.5532, -5.9109, 1.0438], [-1.8648, -4.8671, 3.0428], [-3.4654, -4.3760, 2.5676], [-3.0602, -3.0789, 4.3555], [-2.8167, -1.9684, 3.0507], [-1.1871, -0.4003, 3.5692], [1.0320, 0.2151, 4.4831], [1.6017, -3.8094, 5.7847], [-0.6027, -4.4238, 4.8765], [-3.8099, -2.8992, 0.5917], [-2.7343, -3.2116, -0.7658], [-0.9491, -1.3265, -1.2940], [-2.5609, 1.4380, 1.3764], [2.6442, 4.2349, -4.8998], [2.5292, 4.5163, -3.5438], [2.0797, 3.5372, -2.6714], [1.7294, 2.2623, -3.1338], [1.8714, 1.9934, -4.4950], [2.3216, 2.9723, -5.3732], [1.0776, 1.0072, -1.8979], [2.4682, 0.5786, -0.7126], [3.7951, 0.7887, -1.0978], [4.8469, 0.3933, -0.2836], [4.5911, -0.2237, 0.9315], [3.2812, -0.4443, 1.3326], [2.2348, -0.0436, 0.5177], [0.7237, -0.5977, -2.8344], [-0.3811, -0.7758, -3.6780], [-0.5649, -1.9466, -4.3995], [0.3699, -2.9696, -4.3052], [1.4729, -2.8163, -3.4821], [1.6413, -1.6487, -2.7476], [2.9977, 4.9957, -5.5825], [2.7997, 5.4949, -3.1691], [2.0104, 3.7651, -1.6125], [1.6207, 1.0112, -4.8785], [2.4258, 2.7470, -6.4264], [4.0118, 1.2695, -2.0443], [5.8670, 0.5664, -0.6000], [5.4096, -0.5315, 1.5683], [3.0786, -0.9253, 2.2782], [1.2195, -0.2257, 0.8535], [-1.1246, -0.0004, -3.7715], [-1.4290, -2.0579, -5.0415], [0.2355, -3.8802, -4.8732], [2.2061, -3.6086, -3.4053], [2.5070, -1.5505, -2.1050]], "atomic_forces_ev_per_a": [[-0.274, -0.046, 0.591], [-0.011, 0.165, 0.112], [0.134, -0.402, -0.134], [-0.086, 0.061, 0.012], [0.142, 0.000, -0.106], [-0.203, -0.053, 0.093], [-0.010, 0.169, -0.478], [-0.046, -0.174, 0.034], [-0.158, 0.080, 0.150], [0.135, -0.232, 0.161], [0.138, -0.145, 0.024], [-0.037, 0.033, -0.006], [-0.094, 0.041, -0.070], [0.033, -0.048, 0.065], [0.025, -0.053, -0.065], [0.040, 0.193, -0.053], [0.076, -0.032, -0.046], [0.001, -0.006, 0.001], [-0.015, -0.001, 0.017], [-0.019, -0.023, 0.006], [0.017, -0.018, -0.003], [0.001, -0.128, -0.053], [0.037, 0.008, 0.003], [0.015, 0.026, 0.050], [-0.039, 0.065, -0.005], [0.052, 0.079, 0.057], [0.039, -0.019, -0.064], [0.018, 0.011, 0.011], [0.025, -0.114, 0.031], [0.026, 0.005, -0.074], [0.023, 0.044, 0.020], [-0.009, 0.096, 0.038], [0.066, 0.018, -0.001], [0.105, -0.007, -0.020], [-0.053, -0.084, 0.022], [0.055, 0.081, -0.015], [0.014, 0.022, 0.011], [0.010, -0.046, 0.003], [0.007, -0.059, -0.014], [0.016, 0.061, -0.033], [-0.004, 0.011, -0.014], [-0.006, -0.039, 0.005], [-0.043, 0.014, 0.040], [-0.049, -0.009, 0.025], [-0.071, -0.160, -0.001], [0.220, -0.085, -0.132], [-0.074, 0.329, 0.028], [0.031, -0.110, -0.064], [0.086, 0.154, 0.036], [-0.014, -0.016, -0.001], [-0.021, 0.005, -0.074], [-0.033, 0.075, -0.004], [0.024, -0.008, -0.009], [-0.030, -0.013, -0.006], [0.030, -0.010, -0.013], [0.009, 0.000, -0.009], [-0.004, -0.070, 0.030], [-0.012, -0.015, -0.004], [-0.018, 0.028, -0.002], [-0.075, 0.001, -0.002], [0.000, 0.023, -0.004], [0.043, -0.034, 0.022], [-0.050, 0.091, -0.022], [-0.034, 0.038, -0.039], [0.010, 0.040, -0.017], [0.009, -0.016, 0.006], [-0.002, -0.034, 0.005], [0.002, -0.016, -0.008], [-0.027, 0.008, 0.008], [0.026, -0.067, -0.066], [-0.032, 0.014, 0.045], [-0.002, 0.002, 0.004], [-0.005, 0.012, 0.008], [0.005, -0.010, -0.080], [0.113, -0.048, 0.095], [-0.072, 0.034, -0.010], [-0.009, -0.021, 0.004], [-0.008, 0.390, -0.139], [-0.016, 0.048, 0.100], [-0.044, 0.070, 0.038], [0.033, -0.008, 0.005], [0.028, -0.009, 0.008], [-0.012, 0.020, -0.042], [0.029, -0.080, -0.097], [-0.169, 0.049, -0.018], [0.144, -0.209, 0.048], [-0.003, 0.051, 0.024], [0.001, -0.022, -0.014], [0.016, -0.001, -0.004], [0.008, 0.012, -0.041], [0.003, 0.018, -0.014], [0.008, 0.017, 0.006], [-0.007, 0.015, 0.034], [0.011, -0.025, -0.012], [0.000, -0.007, -0.015], [0.003, 0.005, -0.022], [0.015, 0.002, -0.001], [0.017, -0.003, 0.007], [-0.038, -0.047, 0.122], [-0.027, -0.010, -0.007], [-0.124, 0.118, -0.011], [-0.011, 0.000, -0.010], [0.000, -0.020, -0.008], [0.007, -0.012, 0.002], [0.014, -0.021, 0.009]]}

The evaluated energy above the lowest of the compared OMol25 structures with the same formula, charge and spin for the records listed, in turn: 36.62, 25.39 kcal per mole.